No. 1
Density functional theory data (wB97M-V/def2-TZVPD) for 2 unconnected molecules or ions with the total composition C20H28N4O3P2 in a non-equilibrium geometry.

- HOMO energy: -8.1 eV
- SMILES: N=[PH2]c1ccc2c(c1)C(=O)c1ccccc1C2=O.CN(C)P(=O)(N(C)C)N(C)C
- Spin multiplicity: 1

Geometry (Å):
C -2.23627 -0.24754 -0.34425
C -3.48845 0.52797 0.13315
N 4.35912 -1.83799 -0.26829
H 4.31540 0.50385 -3.97986
C 4.01812 0.34505 -2.93840
H 1.15819 -3.51970 -0.60669
C -5.41643 2.33938 -0.30101
H 5.27219 -0.67389 1.29638
N -4.22483 2.88907 6.96720
N 4.19210 -1.04299 -2.53539
C -1.67077 -0.02101 -1.79215
H -3.43379 5.06851 6.06847
C -5.24630 2.79807 1.23956
N 3.05156 -3.43564 -1.54653
C 3.78226 -4.18307 -2.55339
H 6.12307 -0.82694 -3.37672
C 5.43383 -1.60131 -3.02387
O -6.42797 2.61837 -0.99230
O -4.25517 -0.71071 2.20623
C 4.56833 -2.98052 0.61434
C -4.81379 3.58728 4.21973
C -5.46069 4.59432 3.19741
C -4.12829 0.39075 1.60933
H -0.73173 -0.54693 -2.17153
H -4.12600 2.43696 -3.07905
C -3.62031 1.72985 -2.33856
H 3.49079 -3.89256 -3.56949
H -4.96655 2.87821 7.68731
H -5.76706 5.62742 3.58492
H 1.82000 -5.08587 -1.04690
H -1.68693 -0.97400 0.35159
H 5.09887 -2.72520 1.53564
C -4.14819 1.53250 -0.88807
H -3.87153 1.41348 4.48555
C 1.72859 -4.04786 -1.37492
P 3.05511 -1.71403 -1.46146
C -4.58245 1.79767 2.26085
C 4.83981 -0.57375 0.29843
H 5.98352 -2.15012 -2.25440
H -6.14558 4.95660 0.96338
H 3.61832 -5.25987 -2.44824
C -2.36554 0.94906 -2.81300
H 2.97417 0.66051 -2.86101
H 3.62563 -3.43627 0.92838
O 1.89054 -1.58514 -2.46571
C -4.35037 2.15432 3.76334
H 5.62083 -0.14732 -0.33729
H 5.25257 -2.26540 -3.87393
H 4.61024 1.01084 -2.30065
C -5.69231 4.21283 1.71295
H 4.02599 0.15374 0.37465
H -1.91541 1.08483 -3.86453
H -5.74540 4.87841 6.50653
P -4.57358 4.16899 6.02596
H 4.86002 -4.05782 -2.42857
H 1.14597 -4.02920 -2.30551
H 5.17660 -3.73620 0.11036

***

No. 2
Density functional theory data (wB97M-V/def2-TZVPD) for a single C3H9N5 molecule in a non-equilibrium geometry.

- Energy above the lowest of the compared OMol25 structures with the same formula, charge and spin: 72.9 kcal per mole
- HOMO energy: -8.8 eV
- SMILES: [H]/N=C(\N=C(N)N)NC
- Spin multiplicity: 1

Geometry (Å):
C 0.60090 1.07210 -2.54991
N -0.92534 0.21967 1.85318
H -0.94664 0.92829 2.62804
N 0.81456 -0.32111 0.19552
C -0.32993 -0.50655 -0.75005
H 2.11346 0.26364 1.99626
H -1.16434 -0.21662 -2.54033
H 1.66582 1.28406 -2.07662
C 0.29366 -0.03021 1.36480
N -0.09806 -0.11844 -2.18044
H 0.07360 2.08184 -2.37485
H 0.80512 0.85498 -3.55244
N 1.18232 0.44250 2.36028
H 0.85083 -0.46823 3.01680
N -1.46022 -1.17240 -0.42116
H -1.68778 0.14447 1.21067
H -1.69069 -1.43609 0.65174

***

No. 3
Density functional theory data (wB97M-V/def2-TZVPD) for 2 unconnected molecules or ions with the total composition C2H3IO in a non-equilibrium geometry.

- Energy above the lowest of the compared OMol25 structures with the same formula, charge and spin: 118.2 kcal per mole
- HOMO energy: -8.3 eV
- Spin multiplicity: 1

Geometry (Å):
O -1.43778 -0.67068 -0.78841
H 0.49336 0.82153 -1.48357
C 1.01995 -0.00940 0.54685
H 0.55366 -0.93312 1.07317
I -2.86628 0.17347 0.04754
C 0.47833 0.28421 -0.54751
H 1.75876 0.33400 1.15193

***

No. 4
Density functional theory data (wB97M-V/def2-TZVPD) for a molecular structure, C7H6CeO6S in a non-equilibrium geometry.

- Net charge: +3
- HOMO energy (spin up / spin down): -22.1 / -22.1 eV
- Spin multiplicity: 2
- ⟨S²⟩: 0.751

Geometry (Å):
O -4.97181 1.59623 -0.89251
O -0.04129 3.40754 -2.21515
C -1.24432 -0.57363 -2.07538
H 1.94040 -2.46422 0.18504
C -2.22792 -1.39069 1.09233
O -2.14223 -2.31452 1.77674
C -0.55265 2.62570 -1.53290
S 1.60397 -0.15018 -0.19974
O -1.07046 3.08280 2.91660
H 3.21695 0.68703 1.30338
H 2.88909 -1.08150 1.53108
C 1.24244 -1.90751 -0.44958
C -1.39772 2.48134 1.98697
C 3.07477 -0.27426 0.81428
H 0.23810 -2.26994 -0.21173
H 3.89949 -0.50491 0.12628
O -1.08562 -1.22230 -3.01114
H 1.45724 -2.08714 -1.49534
O 0.50313 0.18859 0.90617
Ce -1.44576 0.82145 0.04134
C -3.88581 1.35013 -0.59675

***

No. 5
Density functional theory data (wB97M-V/def2-TZVPD) for a molecular structure, C34H30N6O4PbS7.

- Net charge: -2
- HOMO energy: -1.8 eV
- Spin multiplicity: 1

Geometry (Å):
H 2.88953 -1.46275 7.43835
H -1.87457 3.43986 0.54323
C 1.89970 3.43471 0.42669
C 2.67460 0.33661 6.27639
H -0.84115 -3.25594 4.37712
H 0.43480 4.11429 3.69997
C 2.76660 -0.38964 7.59377
C 1.18023 -3.91982 4.58345
H 6.43427 2.11849 -1.44794
S -2.92034 -4.02676 -2.27021
N -0.52803 2.11416 1.28561
S 2.22201 2.58372 2.13020
H 2.78280 4.04934 0.26180
O 3.07964 1.57531 1.47767
C 0.32237 -2.69221 2.67350
Pb 0.02956 -0.10597 -0.46865
C 2.86960 1.71085 6.19593
H 0.30428 -3.38811 -0.67512
C 2.97994 0.59276 -2.42653
C -1.51690 -3.21601 -1.62642
H -2.28059 1.00324 4.91053
H 1.04597 4.11454 0.50327
C -2.97936 1.62361 0.82672
C 2.38472 -0.34958 5.10119
H 1.86250 -0.24663 8.19327
H 2.89676 3.45231 4.93148
H -4.51499 -2.40999 -3.23075
N -1.54027 -1.91651 -1.76880
C -1.74349 -0.79783 3.07772
C -0.07625 3.17375 3.55243
H 3.26827 -4.43793 4.46857
C 2.42687 1.70192 3.81408
H -4.86295 -0.06326 -3.67163
C 2.27726 0.31838 3.88951
N -0.18201 1.00674 2.24606
C -2.69417 -1.50783 -2.40789
H 2.25118 -1.42519 5.12612
S 1.55108 2.45653 -1.04705
C 4.30761 2.26542 -1.26465
C 1.56370 -2.77650 2.01520
C 3.07010 1.73226 -1.60590
H -1.93218 4.01923 -2.28709
C -1.89154 2.63727 1.28695
O -2.59308 0.48504 0.46414
H -0.61547 2.95739 -1.95403
H -2.20981 3.07648 2.23141
C -3.55604 -2.49287 -2.75039
C 5.47823 1.70129 -1.74138
S 1.45312 -0.15149 -2.91098
H 4.35788 3.10220 -0.58333
H 2.09327 -0.24205 2.98222
N -1.95642 0.83221 -2.27810
H 3.61125 -0.03488 8.18978
C 2.74551 2.38187 4.98525
O -4.13261 2.08414 0.82755
C 0.14330 -3.28655 3.92378
H 3.57852 -3.43978 2.24152
H 6.32013 0.11881 -2.93325
H -1.72481 -1.27278 4.05928
C -1.56230 1.38744 4.19520
C 2.42952 -3.96658 3.96867
C 5.41247 0.58396 -2.56474
S 1.90245 -2.20324 0.38801
N -1.50168 3.12240 -2.41488
O 2.63458 3.90738 2.67303
H -0.61009 -4.88058 -0.87898
C -1.01303 2.71597 4.38287
H 4.11946 -0.84357 -3.50863
N -0.51831 -3.89749 -1.04774
C -2.29556 2.03525 -2.60912
C 0.36247 2.35052 2.40192
C 2.60773 -3.40698 2.71981
H -1.33108 3.30458 5.23533
H 1.01913 -4.36442 5.55818
H 3.12369 2.26624 7.09603
S -3.82685 2.15684 -3.42381
H -2.78365 -0.69132 2.76763
C 4.18154 0.04388 -2.89069
C -2.90417 -0.07923 -2.68037
S -1.08256 -1.95824 1.86460
C -3.98851 0.44353 -3.30261
C -1.16284 0.59837 3.19066

***

No. 6
Density functional theory data (wB97M-V/def2-TZVPD) for 2 unconnected molecules or ions with the total composition C4H13NO.

- Energy above the lowest of the compared OMol25 structures with the same formula, charge and spin: 9.2 kcal per mole
- HOMO energy: -9.6 eV
- SMILES: CC(C)N.CO
- Spin multiplicity: 1

Geometry (Å):
N 0.44332 0.48332 1.31651
O -0.13664 -2.27764 0.77713
H 1.26877 -0.29644 -1.12430
H -1.14321 -2.10121 -1.04563
H -1.19550 0.48600 -0.64591
H -0.15722 0.95023 1.99437
C -1.27132 -2.48808 -0.02975
H 0.98512 2.32363 0.42031
C 0.59547 1.34362 0.12002
H -1.45958 -3.55876 -0.13388
H 2.58766 0.59263 -0.35190
H 1.35003 0.44198 1.78129
H -2.17549 -2.07842 0.43445
H -1.46800 1.99559 0.13608
H 1.76063 1.30729 -1.70478
C -0.76650 1.48707 -0.53432
H -0.05539 -1.30882 0.89606
C 1.60310 0.69471 -0.81502
H -0.76526 2.00328 -1.49075